(1)
60
Properties=species:S:1:pos:R:3:nbo_charge:R:1 method="wB97M-V/def2-TZVPD" e_lumo_ha=-0.029 energy_ev=-253560.5752 total_charge=0 e_homo_ev=-6.9 de_lowest_ev=0.000
Br 0.14 -3.73 2.49 0.00
Br -1.65 -4.67 -0.01 0.08
Br 5.26 -0.12 -4.60 0.04
Mg 0.73 -1.22 1.17 1.75
O 2.05 -2.09 0.09 -0.91
N 1.56 0.61 0.65 -0.63
N 0.87 -0.17 3.09 -0.56
N -1.12 -0.95 0.58 -0.98
C -0.30 -1.21 -2.39 -0.21
C 0.29 0.31 5.37 -0.27
C 0.11 -4.56 0.73 -0.53
C 4.27 -0.70 -3.09 -0.15
C 3.47 -2.51 -1.73 -0.25
C 0.19 3.46 3.41 -0.14
C -3.89 0.15 -1.53 -0.22
C 0.65 -0.56 4.32 0.09
C 0.12 1.63 5.09 -0.11
C -5.02 0.70 0.93 -0.22
C 0.44 3.86 2.13 -0.20
C -3.70 0.30 0.85 -0.20
C -3.12 0.02 -0.38 -0.02
C -5.79 0.83 -0.23 -0.22
C 0.77 1.17 2.82 0.22
C -0.95 -0.19 -1.72 -0.10
C 0.36 2.11 3.78 -0.12
C 0.45 -0.95 -3.54 -0.20
C 0.57 0.35 -4.01 -0.23
C -1.68 -0.45 -0.42 0.21
C 3.65 0.20 -2.28 -0.15
C 2.89 -0.22 -1.17 -0.25
C 0.90 2.93 1.16 -0.21
C 4.19 -2.07 -2.81 -0.20
C -0.08 1.38 -3.34 -0.24
C 1.09 1.62 1.50 0.12
C 2.76 -1.62 -0.88 0.42
C -5.22 0.55 -1.46 -0.22
C 2.33 0.82 -0.35 0.23
C -0.85 1.11 -2.22 -0.18
H 0.73 -1.63 4.51 0.20
H 1.16 0.55 -4.89 0.21
H 3.72 1.26 -2.49 0.22
H -0.19 2.33 5.86 0.22
H 0.74 -3.94 0.10 0.26
H -0.14 4.18 4.15 0.21
H -5.81 0.63 -2.36 0.21
H -5.47 0.92 1.90 0.21
H 3.39 -3.56 -1.50 0.21
H 1.09 3.26 0.15 0.22
H 0.00 2.40 -3.71 0.21
H -3.44 -0.06 -2.50 0.22
H 0.49 -5.56 0.86 0.23
H 0.94 -1.76 -4.05 0.21
H 4.70 -2.78 -3.44 0.23
H 2.63 1.84 -0.60 0.17
H -0.38 -2.22 -2.01 0.22
H -6.82 1.14 -0.16 0.21
H -3.10 0.17 1.74 0.23
H 0.12 -0.09 6.36 0.23
H 0.30 4.89 1.84 0.22
H -1.38 1.91 -1.72 0.21


(2)
69
Properties=species:S:1:pos:R:3:nbo_charge:R:1 method="wB97M-V/def2-TZVPD" e_lumo_ha="-0.011 / -0.105" energy_ev=-95350.7720 total_charge=0 e_homo_ev="-6.3 / -6.3" de_lowest_ev=5.006
Tl 0.04 -0.21 -0.53 0.87
I -1.47 2.64 -4.80 0.12
Cl -6.15 4.56 -2.63 -0.03
S -1.31 -3.02 2.36 0.20
F -2.07 -7.74 0.98 -0.27
F 1.04 -5.29 -1.62 -0.30
F -2.49 -5.67 2.48 -0.29
F 1.01 -3.34 0.33 -0.26
F -0.57 -7.45 -1.38 -0.27
O 4.03 5.35 0.15 -0.71
O -1.10 1.68 -1.59 -0.85
O -0.57 -1.97 -2.30 -0.71
O 5.32 0.41 5.18 -0.72
N 2.80 0.43 -0.05 -0.47
N -3.13 1.56 0.31 -0.43
N 1.14 0.36 2.41 -0.42
N -0.23 -3.22 -4.19 -0.81
C 2.43 0.90 2.29 0.17
C -2.47 -2.28 -3.96 -0.57
C -1.72 -5.47 1.39 0.37
C -4.00 1.63 1.30 0.03
C -0.92 -4.27 1.34 -0.38
C 4.03 2.04 -1.44 -0.25
C -3.29 2.32 -0.77 0.18
C -4.53 3.06 -0.92 -0.12
C 0.04 -4.23 0.29 0.39
C 0.15 -5.32 -0.57 0.24
C -3.71 3.59 -3.16 -0.21
C 0.87 -0.25 3.60 0.04
C -2.25 2.19 -1.86 0.36
C 1.76 -0.27 4.64 -0.25
C 4.03 0.10 5.70 -0.09
C -1.48 -6.60 0.66 0.25
C 4.56 4.35 -0.69 -0.08
C 2.87 1.40 0.95 0.19
C -5.11 2.51 1.36 -0.26
C -0.99 -2.46 -3.37 0.72
C -3.15 -1.01 -3.65 -0.28
C 3.87 3.00 -0.43 0.01
C -2.62 2.75 -3.09 -0.31
C 3.03 0.34 4.58 0.01
C 3.36 0.88 3.34 -0.24
C -0.63 -6.48 -0.44 0.34
C 3.30 0.79 -1.26 0.06
C -5.29 3.20 0.19 -0.17
C 3.32 2.73 0.78 -0.25
C -4.73 3.65 -2.23 -0.11
H -3.07 -3.16 -3.61 0.24
H -3.86 4.22 -4.07 0.23
H 3.96 -0.95 6.11 0.19
H -6.18 3.87 0.12 0.22
H 5.98 -0.16 5.59 0.48
H 5.65 4.13 -0.56 0.17
H 3.34 3.48 1.59 0.26
H -2.36 -2.27 -5.04 0.21
H 4.57 2.15 -2.34 0.22
H 3.30 0.01 -2.01 0.20
H 4.47 4.67 -1.79 0.18
H -3.99 -0.83 -4.34 0.19
H 3.75 0.85 6.46 0.19
H -5.75 2.52 2.23 0.22
H -0.68 -3.46 -5.08 0.40
H 1.52 -0.93 5.46 0.21
H 4.05 6.21 -0.38 0.49
H 4.41 1.16 3.03 0.25
H -3.93 0.84 2.09 0.17
H -2.84 -0.45 -2.78 0.21
H 0.84 -3.15 -4.15 0.42
H -0.13 -0.62 3.77 0.20